[1]
25
Properties=species:S:1:pos:R:3:mulliken_charge:R:1 method="wB97M-V/def2-TZVPD" homo_lumo_gap_ev=7.0 total_charge=-1 e_tot_ev=-14676.754 largest_force_ev_per_a=4.3 e_homo_ha=-0.14355 e_above_lowest_kcal_mol=19.6
C -0.3216 1.8896 1.0845 0.2568
C -0.0220 2.3499 2.5062 -1.2239
C -0.8475 3.1108 0.2078 0.3640
O -1.3700 2.7415 -0.8659 -0.6719
O -0.6606 4.2377 0.6964 -0.7317
H 0.6004 1.5021 0.6237 0.0408
H -1.1583 1.1708 1.0822 0.0877
H -0.9311 2.9361 2.8312 0.2558
H 0.7465 3.1270 2.6097 0.2716
H 0.1954 1.6066 3.2970 0.3639
C 0.0977 -3.4781 0.2461 -1.5041
C 0.3857 0.0995 -2.0075 -0.1095
C -0.8986 -0.3163 -1.6702 -0.7088
C 1.5435 -0.6996 -1.7967 -0.7135
C -0.8978 -1.4590 -0.8572 0.0659
C 1.4336 -1.8328 -1.0282 -0.1961
C 0.1915 -2.1831 -0.5099 0.6690
H 0.6090 1.0718 -2.4635 0.3354
H -1.7475 0.3108 -1.9033 0.3521
H 2.5076 -0.3808 -2.1775 0.3087
H -1.9558 -1.5747 -0.5193 0.1993
H 2.2240 -2.5226 -0.7662 0.3185
H 1.0287 -3.9824 0.5153 0.3731
H -0.3783 -4.2626 -0.3608 0.2821
H -0.3746 -3.4622 1.2260 0.3147


[2]
16
Properties=species:S:1:pos:R:3:mulliken_charge:R:1 method="wB97M-V/def2-TZVPD" homo_lumo_gap_ev=10.3 smiles="C=NC.NCO" total_charge=0 e_tot_ev=-8299.501 largest_force_ev_per_a=0.9 e_homo_ha=-0.34209 e_above_lowest_kcal_mol=46.2
C -0.3604 1.3455 1.7438 -0.3554
N 0.2247 0.2347 1.7872 -0.4187
C 1.5367 0.1581 1.1623 -0.8497
H 0.0749 2.2389 1.2813 0.2884
H -1.3468 1.4877 2.1765 0.3129
H 1.8908 -0.8682 1.3077 0.3021
H 2.2386 0.8981 1.5367 0.4310
H 1.4717 0.2881 0.0787 0.3011
N -1.0543 0.2278 -1.6525 -0.4364
C -0.3357 -1.0332 -1.6355 -0.2488
O -0.7617 -1.9289 -0.6481 -0.5543
H -1.6933 0.3578 -2.4258 0.2123
H -1.5228 0.4837 -0.7968 0.1863
H -0.5229 -1.5122 -2.5950 0.2996
H 0.7413 -0.8266 -1.5444 0.1762
H -0.5807 -1.5510 0.2239 0.3534


[3]
80
Properties=species:S:1:pos:R:3:lowdin_spin:R:1 method="wB97M-V/def2-TZVPD" homo_lumo_gap_ev="5.3 / 5.3" total_charge=-1 multiplicity=8 e_tot_ev=-136993.440 largest_force_ev_per_a=12.2 s2=15.94 e_homo_ha="-0.14515 / -0.14510"
Cr 2.1160 -3.9963 26.7801 3.0506
Cr 4.5061 -2.9091 29.5790 3.2317
C 3.6356 -0.1846 24.8995 0.0045
C 4.4908 0.9828 24.6752 0.0012
C 5.8248 1.1071 25.6445 0.0013
O 6.6501 1.9711 25.3659 0.0042
C 5.9908 0.1007 26.6429 0.0039
C 5.1375 -0.9456 26.7724 -0.0013
C 3.9792 -1.1363 25.8045 0.0028
O 3.1805 -2.1735 25.8961 0.0336
O 5.2744 -1.6974 27.8345 0.0073
O 4.2358 1.7913 23.7759 0.0030
H 2.7594 -0.2864 24.2763 0.0002
H 6.7513 0.2249 27.3997 0.0003
P 3.4732 -5.3328 28.3816 0.3726
O 1.9870 -5.0201 28.4380 0.0666
O 3.4834 -3.8104 28.2246 -0.1506
O 3.4761 -5.3350 26.8318 0.1164
O 4.5735 -4.7863 29.2801 -0.0203
O 1.1091 -2.5859 27.8246 0.0323
P 1.3313 -1.8383 29.1306 0.0182
O 2.7328 -1.9923 29.7508 0.0467
F 0.2685 -2.3169 30.2478 0.0028
F 1.1316 -0.2507 28.8462 0.0055
C 7.0309 -6.7522 26.7975 0.0021
C 6.8838 -5.6024 25.7652 0.0001
O 6.9751 -5.8767 24.5795 0.0003
C 6.7912 -4.2364 26.3183 0.0006
H 6.2703 -6.6688 27.5738 0.0033
H 8.0271 -6.6553 27.2291 0.0001
H 6.9763 -7.7260 26.3106 0.0000
H 5.7876 -4.0889 26.7170 0.0007
H 7.0119 -3.5205 25.5266 0.0000
H 7.5548 -4.0145 27.0638 0.0000
C 8.5108 -4.8293 30.5182 0.0010
C 7.8114 -3.4628 30.3746 0.0080
O 6.6578 -3.3137 29.9421 0.0254
C 8.5770 -2.2525 30.8462 0.0015
H 9.5665 -4.5932 30.3843 0.0001
H 8.2852 -5.4812 29.6742 0.0001
H 8.3239 -5.3302 31.4680 0.0003
H 7.9694 -1.3568 30.9748 0.0003
H 9.3795 -2.1330 30.1182 0.0003
H 9.0502 -2.5104 31.7936 0.0003
C 2.4993 -4.0357 32.0033 0.0020
O 3.7575 -3.6282 31.4984 0.0159
H 1.6714 -4.0262 31.2944 0.0001
H 2.6297 -5.0228 32.4467 0.0005
H 2.2493 -3.4526 32.8897 0.0002
H 4.2972 -3.4836 32.2790 0.0020
C 5.5773 -6.5215 31.8440 0.0011
O 5.8922 -6.7355 30.4851 0.0069
H 5.9748 -5.5324 32.0713 0.0001
H 4.5064 -6.6509 32.0004 0.0006
H 6.0140 -7.1958 32.5808 -0.0001
H 5.4072 -6.0753 29.9846 0.0073
C 3.9018 -8.5188 25.6074 0.0009
O 2.8262 -7.6624 25.8269 0.0030
H 4.5442 -8.1442 24.8104 0.0000
H 4.5331 -8.7257 26.4715 0.0005
H 3.6151 -9.4866 25.1959 0.0001
H 3.1465 -6.8388 26.2019 0.0023
C -1.0552 -5.4196 29.8521 0.0001
O 0.0390 -6.2296 29.6374 0.0006
H -1.9146 -6.0611 30.0473 0.0000
H -0.9030 -4.8168 30.7474 0.0000
H -1.3617 -4.7779 29.0260 0.0001
H 0.7352 -5.6637 29.2958 -0.0001
C -0.2044 -6.0280 26.1681 0.0050
O 0.1492 -4.6606 26.3190 0.0293
H -1.0577 -6.2338 26.8143 0.0004
H -0.4732 -6.3064 25.1491 0.0006
H 0.6438 -6.5983 26.5469 0.0004
H -0.6772 -4.2405 26.0696 0.0023
C 3.3138 -4.9122 23.8024 0.0035
O 2.1982 -4.5271 24.6020 0.0327
H 3.2652 -4.2529 22.9358 0.0007
H 4.2561 -4.7204 24.3156 0.0002
H 3.3230 -5.9705 23.5414 0.0004
H 1.4686 -4.5689 23.9794 0.0022


[4]
15
Properties=species:S:1:pos:R:3:mulliken_charge:R:1 method="wB97M-V/def2-TZVPD" homo_lumo_gap_ev="7.8 / 8.2" total_charge=+1 e_tot_ev=-15348.247 largest_force_ev_per_a=3.5 e_homo_ha="-0.46358 / -0.45171" e_above_lowest_kcal_mol=89.0
C 0.7814 -1.3210 0.7853 -0.0697
C -0.1938 -0.7138 -1.2543 -0.3622
C -0.8345 -0.0118 -0.0515 -0.4886
C 0.2288 2.3102 0.2476 -0.5944
N -0.2411 -0.5604 1.1157 0.0389
N 0.8292 -1.4246 -0.5421 -0.1212
I -2.9644 0.0658 -0.1381 0.2021
H 1.4410 -1.8548 1.4320 0.4297
H -0.8869 -1.5424 -1.6304 0.3848
H 0.0720 0.0547 -2.0239 0.2941
H 0.8547 2.9131 -0.4459 0.3392
H 0.7333 1.8177 1.1592 0.2189
H -0.8476 2.6541 0.3035 0.2459
H -0.4298 -0.2699 2.0501 0.2242
H 1.4575 -2.1169 -1.0071 0.2583